(1)
Below is C32H60F5IrN6O4PS as an isolated structure, with properties calculated with ωB97M-V/def2-TZVPD.

Relative energy (zero: lowest compared OMol25 entry of this formula, charge and spin) ... 33.9 kJ/mol
Expectation value of S² ... 8.77
Net charge ... +2
E_LUMO (spin up / spin down) ... -4.13 / -6.31 eV
Orbital gap (spin up / spin down) ... 7.352 / 7.361 eV
Multiplicity ... 6

Geometry as XYZ:
```
110
C32H60F5IrN6O4PS ωB97M-V/def2-TZVPD
Ir 0.77 1.72 -0.41
N -0.08 1.78 -2.61
C -0.45 0.48 -3.22
C -0.70 0.55 -4.73
C 0.34 1.23 -5.65
C 1.32 0.29 -6.34
N 2.13 -0.44 -5.37
C 3.31 -0.10 -4.89
N 4.02 0.91 -5.40
N 3.80 -0.79 -3.85
C 0.41 -0.65 -2.63
O 0.82 -1.60 -3.28
O 0.58 -0.49 -1.36
H -0.87 2.41 -2.63
H 0.68 2.23 -3.11
H -1.43 0.23 -2.78
H -1.63 1.09 -4.84
H -0.91 -0.46 -5.09
H 0.90 2.01 -5.11
H -0.20 1.76 -6.44
H 1.95 0.82 -7.04
H 0.77 -0.46 -6.92
H 1.61 -1.11 -4.79
H 3.73 1.36 -6.25
H 4.98 1.05 -5.12
H 3.19 -1.46 -3.40
H 4.61 -0.47 -3.35
O -0.67 0.63 0.76
P -1.63 -0.24 1.58
C -1.22 -1.99 1.28
C 0.24 -2.43 1.51
C 0.34 -3.95 1.46
C -0.70 -4.61 0.54
C -1.00 -3.69 -0.63
C -1.70 -2.42 -0.12
C -3.33 0.19 1.07
C -4.49 -0.69 1.60
C -5.16 -1.63 0.59
C -5.44 -0.94 -0.74
C -4.16 -0.39 -1.34
C -3.50 0.62 -0.41
C -1.51 0.32 3.31
C -0.23 -0.08 4.06
C -0.32 -1.43 4.77
C -1.53 -1.49 5.70
C -2.80 -1.22 4.91
C -2.73 0.15 4.24
H -1.78 -2.56 2.03
H 0.61 -2.06 2.47
H 0.82 -1.29 -0.45
H 0.25 -4.33 2.48
H 1.35 -4.22 1.13
H -1.62 -4.80 1.09
H -0.33 -5.58 0.21
H -1.65 -4.19 -1.36
H -0.08 -3.45 -1.17
H -2.76 -2.61 -0.07
H -1.56 -1.60 -0.82
H -3.36 1.13 1.63
H -5.26 0.00 1.96
H -4.18 -1.27 2.48
H -6.09 -1.98 1.04
H -4.55 -2.52 0.43
H -6.15 -0.12 -0.58
H -5.92 -1.64 -1.42
H -4.37 0.10 -2.29
H -3.48 -1.22 -1.57
H -4.15 1.50 -0.39
H -2.55 0.97 -0.80
H -1.43 1.39 3.08
H -0.05 0.69 4.81
H 0.63 -0.03 3.38
H 0.60 -1.60 5.33
H -0.41 -2.25 4.06
H -1.43 -0.74 6.49
H -1.58 -2.47 6.19
H -3.68 -1.26 5.56
H -2.93 -2.01 4.16
H -2.62 0.90 5.02
H -3.66 0.39 3.73
S 2.90 2.20 -0.93
C 3.42 3.20 0.94
N 3.44 4.52 0.92
C 4.70 5.11 1.37
C 5.58 3.87 1.56
N 4.60 2.78 1.44
H 2.65 5.07 0.61
H 4.56 5.65 2.31
H 5.10 5.80 0.62
H 6.06 3.85 2.53
H 6.35 3.78 0.79
H 4.90 1.83 1.28
F -1.80 3.25 -0.69
C -0.51 3.57 -0.32
F -0.08 4.47 -1.27
C -0.65 4.34 0.99
F -1.17 3.55 1.94
F -1.44 5.41 0.88
F 0.55 4.76 1.42
C 3.32 -1.62 -0.45
C 2.56 -1.79 0.85
C 2.86 -0.73 1.89
O 1.13 -1.80 0.52
H 4.38 -1.77 -0.24
H 3.18 -0.62 -0.86
H 3.01 -2.37 -1.18
H 2.77 -2.78 1.26
H 2.40 0.23 1.63
H 3.94 -0.59 1.97
H 2.52 -1.02 2.88
```

---

(2)
Below is C25H28IN10O7SY as an isolated structure at a distorted geometry, with properties calculated with ωB97M-V/def2-TZVPD.

Relative energy (zero: lowest compared OMol25 entry of this formula, charge and spin) ... 13.2 kJ/mol
E_LUMO ... 0.05 eV
Orbital gap ... 8.570 eV

Geometry as XYZ:
```
73
C25H28IN10O7SY ωB97M-V/def2-TZVPD
Y -0.38 0.48 0.22
O 3.22 -0.72 2.08
C 2.23 -0.06 1.78
O 1.82 0.18 0.59
C 1.33 0.53 2.86
C 1.66 0.75 4.19
C 0.71 1.32 5.03
C -0.52 1.69 4.51
C -0.78 1.43 3.17
N 0.12 0.84 2.39
C -2.05 1.82 2.40
O -3.06 2.12 3.01
O -1.91 1.76 1.13
H 2.64 0.47 4.55
H 0.94 1.51 6.06
H -1.29 2.15 5.11
N 6.41 0.21 -3.47
C 5.06 0.33 -3.25
C 4.25 1.10 -4.09
C 2.88 1.12 -3.94
C 2.30 0.39 -2.92
C 3.09 -0.34 -2.04
C 4.46 -0.37 -2.20
S 0.52 0.35 -2.73
O -0.10 0.46 -4.02
O 0.16 -0.87 -1.99
N 0.03 1.47 -1.66
C 0.68 2.61 -1.43
N 1.40 3.22 -2.39
C 1.93 4.39 -2.08
C 1.75 4.99 -0.84
C 1.06 4.25 0.11
N 0.55 3.06 -0.16
H 6.87 0.92 -4.03
H 6.96 -0.19 -2.73
H 4.72 1.68 -4.88
H 2.25 1.68 -4.61
H 2.62 -0.87 -1.23
H 5.07 -0.93 -1.51
H 2.51 4.85 -2.86
H 2.15 5.97 -0.62
H 0.92 4.61 1.12
C -2.96 -1.30 1.50
N -4.22 -2.02 1.53
C -5.27 -1.11 1.10
N -5.02 -0.62 -0.25
C -3.76 0.08 -0.28
N -2.62 -0.80 0.14
C -2.63 -1.97 -0.78
N -3.89 -2.69 -0.75
C -4.15 -3.14 0.61
C -4.96 -1.77 -1.14
H -2.17 -1.98 1.83
H -3.02 -0.46 2.19
H -5.31 -0.26 1.78
H -6.23 -1.63 1.12
H -3.82 0.93 0.40
H -3.57 0.44 -1.30
H -1.84 -2.66 -0.47
H -2.43 -1.63 -1.80
H -3.35 -3.81 0.93
H -5.10 -3.68 0.63
H -5.91 -2.31 -1.11
H -4.77 -1.43 -2.16
N 1.23 -2.98 -0.59
C 0.92 -2.60 0.65
O 0.00 -1.81 0.88
C 1.69 -3.24 1.77
I 0.61 -2.90 3.58
H 0.81 -2.45 -1.35
H 2.05 -3.53 -0.79
H 2.65 -2.74 1.87
H 1.83 -4.31 1.64
```

---

(3)
Below is C2HBr2FO as an isolated structure at a distorted geometry, with properties calculated with ωB97M-V/def2-TZVPD.

Relative energy (zero: lowest compared OMol25 entry of this formula, charge and spin) ... 119.8 kJ/mol
E_LUMO ... 0.18 eV
Orbital gap ... 10.041 eV

Geometry as XYZ:
```
7
C2HBr2FO ωB97M-V/def2-TZVPD
C -0.45 -0.80 -0.63
C 0.07 0.64 0.43
O -0.88 -0.66 -1.69
F -0.36 1.76 -0.07
Br -0.16 0.47 2.28
Br 1.99 0.37 -0.12
H -0.20 -1.79 -0.20
```

---

(4)
Below is a 2-piece molecular cluster, C4H11NO overall at a distorted geometry, with properties calculated with ωB97M-V/def2-TZVPD.

Relative energy (zero: lowest compared OMol25 entry of this formula, charge and spin) ... 194.3 kJ/mol
Structure (SMILES) ... C1CCNC1.O
E_LUMO ... 1.06 eV
Orbital gap ... 10.118 eV

Geometry as XYZ:
```
17
C4H11NO ωB97M-V/def2-TZVPD
C 1.53 0.63 0.31
C 1.55 -0.60 -0.83
C 0.05 -1.01 -0.98
N -0.70 -0.29 0.08
C 0.32 0.30 1.09
H 1.48 1.60 -0.14
H 2.49 0.62 0.86
H 2.04 -1.41 -0.31
H 2.08 -0.31 -1.71
H -0.51 -0.79 -1.87
H -0.15 -2.00 -0.81
H -0.94 0.52 -0.25
H 0.41 -0.40 1.90
H -0.14 1.25 1.34
O -2.99 0.81 0.18
H -3.61 1.20 0.77
H -2.89 -0.09 0.38
```

---

(5)
Below is C6H9N as an isolated structure, with properties calculated with ωB97M-V/def2-TZVPD.

Relative energy (zero: lowest compared OMol25 entry of this formula, charge and spin) ... 582.1 kJ/mol
E_LUMO ... 0.31 eV
Orbital gap ... 7.107 eV

Geometry as XYZ:
```
16
C6H9N ωB97M-V/def2-TZVPD
C 1.48 -0.72 1.24
C 0.35 -0.36 0.33
C 0.19 1.07 -1.53
C -0.13 1.01 -0.08
C -1.50 0.27 0.10
N -1.66 -0.63 -0.96
C -0.79 -1.16 0.06
H 1.37 -0.19 2.20
H 2.44 -0.39 0.81
H 1.53 -1.79 1.43
H 1.25 1.04 -1.77
H -0.37 1.80 -2.12
H -0.01 1.83 0.64
H -2.29 0.51 0.81
H -0.89 -0.14 -1.70
H -1.01 -2.12 0.51
```

---

(6)
Below is a 10-piece molecular cluster, C31H58N4O12S3 overall at a distorted geometry, with properties calculated with ωB97M-V/def2-TZVPD.

Relative energy (zero: lowest compared OMol25 entry of this formula, charge and spin) ... 15.7 kJ/mol
E_LUMO ... -0.32 eV
Orbital gap ... 8.604 eV

Geometry as XYZ:
```
108
C31H58N4O12S3 ωB97M-V/def2-TZVPD
C 1.07 4.46 4.31
C 1.03 5.38 3.08
O 1.82 4.71 2.12
C 2.54 3.74 2.73
O 3.40 3.10 2.23
O 2.14 3.56 4.02
H 0.15 3.87 4.41
H 1.25 4.96 5.26
H 1.47 6.35 3.33
H 0.01 5.55 2.73
C 3.42 -1.51 -1.07
C 2.16 -1.88 -1.91
O 2.37 -3.30 -2.17
C 3.60 -3.69 -1.78
O 4.06 -4.77 -1.95
O 4.21 -2.70 -1.10
H 3.08 -1.32 -0.06
H 3.99 -0.70 -1.51
H 2.07 -1.40 -2.88
H 1.27 -1.88 -1.31
C -3.43 1.15 3.89
C -2.55 1.59 5.06
O -1.31 0.95 4.77
C -1.57 -0.13 3.96
O -0.78 -0.96 3.67
O -2.86 -0.13 3.58
H -3.30 1.79 3.02
H -4.48 1.06 4.15
H -2.92 1.26 6.03
H -2.44 2.68 5.07
C -0.21 -6.27 -1.61
C -0.63 -6.47 -0.14
C 0.40 -5.95 0.86
C 0.53 -4.50 0.92
N 0.65 -3.36 0.98
H 0.37 -5.35 -1.71
H -1.10 -6.15 -2.24
H 0.33 -7.14 -2.00
H -0.78 -7.51 0.12
H -1.59 -5.97 0.00
H 1.39 -6.37 0.67
H 0.10 -6.33 1.84
C 2.17 0.28 2.98
C 3.25 0.15 4.03
C 4.29 -0.95 3.73
C 5.09 -0.75 2.53
N 5.72 -0.60 1.57
H 2.63 0.67 2.07
H 1.38 0.96 3.31
H 1.75 -0.70 2.74
H 2.92 0.07 5.06
H 3.84 1.08 4.01
H 3.99 -1.99 3.83
H 5.03 -0.77 4.53
C 2.23 3.38 -3.79
C 1.52 4.64 -3.30
C 2.04 5.15 -1.93
C 3.45 5.54 -2.00
N 4.55 5.86 -2.04
H 2.27 2.65 -2.99
H 3.21 3.61 -4.21
H 1.64 2.98 -4.61
H 0.45 4.49 -3.11
H 1.57 5.45 -4.03
H 1.95 4.35 -1.20
H 1.46 6.01 -1.60
C -4.88 -4.17 -0.73
C -3.52 -4.08 -0.02
C -3.35 -2.81 0.82
C -4.29 -2.72 1.93
N -4.96 -2.61 2.86
H -5.38 -5.11 -0.51
H -4.69 -4.12 -1.80
H -5.57 -3.40 -0.39
H -2.65 -4.15 -0.67
H -3.42 -4.94 0.66
H -3.49 -1.90 0.23
H -2.35 -2.79 1.25
C 0.35 2.16 0.46
S -0.22 0.97 -0.76
O 0.90 0.82 -1.73
C -0.18 -0.46 0.32
H 0.28 3.16 0.05
H 1.44 2.00 0.50
H -0.16 1.98 1.40
H -0.77 -1.27 -0.09
H -0.54 -0.25 1.33
H 0.86 -0.78 0.36
C -0.99 -1.26 -4.49
S 0.03 -2.08 -5.74
O -0.80 -2.19 -6.97
C 1.05 -0.60 -6.00
H -0.35 -0.91 -3.69
H -1.63 -2.05 -4.10
H -1.62 -0.49 -4.93
H 1.69 -0.45 -5.13
H 0.38 0.26 -6.08
H 1.63 -0.67 -6.92
C -3.93 2.06 -2.21
S -3.52 3.04 -0.75
O -2.12 3.52 -0.84
C -4.53 4.45 -1.19
H -3.08 2.15 -2.90
H -4.81 2.45 -2.71
H -3.93 1.01 -1.94
H -4.26 4.82 -2.18
H -4.35 5.26 -0.48
H -5.59 4.19 -1.20
```

---

(7)
Below is C24H38GeN4O2PtSSi as an isolated structure at a distorted geometry, with properties calculated with ωB97M-V/def2-TZVPD.

Relative energy (zero: lowest compared OMol25 entry of this formula, charge and spin) ... 137.2 kJ/mol
E_LUMO ... -0.02 eV
Orbital gap ... 6.647 eV

Geometry as XYZ:
```
72
C24H38GeN4O2PtSSi ωB97M-V/def2-TZVPD
Pt 0.25 1.12 0.33
C -0.02 1.51 6.18
C 1.05 2.32 5.48
N 1.64 1.62 4.34
C 1.04 1.60 3.12
S 2.05 1.08 1.78
N -0.22 1.97 3.06
N -0.74 1.90 1.78
C -1.97 2.24 1.54
C -2.89 2.77 2.58
C -2.39 2.06 0.13
C -3.70 2.16 -0.24
C -4.04 1.65 -1.55
C -3.07 1.38 -2.44
C -1.65 1.81 -2.15
N -1.39 1.69 -0.72
H -0.45 2.08 7.00
H -0.82 1.25 5.49
H 0.40 0.58 6.59
H 0.65 3.28 5.15
H 1.87 2.53 6.17
H 2.64 1.54 4.31
H -2.38 2.82 3.54
H -3.23 3.76 2.30
H -3.76 2.12 2.66
H -4.46 2.47 0.46
H -5.07 1.44 -1.78
H -3.31 0.95 -3.40
H -1.55 2.87 -2.44
C -1.91 -0.66 -5.33
Ge -0.82 0.91 -4.88
C 0.95 0.64 -5.67
C -1.61 2.54 -5.63
C -0.58 1.06 -2.94
H -2.36 -0.55 -6.32
H -2.71 -0.82 -4.61
H -1.28 -1.55 -5.35
H 0.89 0.61 -6.76
H 1.38 -0.31 -5.34
H 1.64 1.44 -5.38
H -1.77 2.41 -6.70
H -0.94 3.39 -5.49
H -2.56 2.77 -5.16
H 0.38 1.56 -2.77
H -0.49 0.05 -2.55
O 1.51 -3.02 0.19
C 1.15 -2.57 1.41
O 0.14 -1.94 1.59
C 2.10 -2.92 2.50
C 3.14 -3.82 2.31
C 3.99 -4.11 3.37
C 3.81 -3.50 4.60
C 2.77 -2.59 4.78
C 1.91 -2.30 3.74
H 3.27 -4.29 1.35
H 4.80 -4.82 3.23
H 4.48 -3.72 5.42
H 2.64 -2.11 5.74
H 1.10 -1.60 3.85
C 1.81 -0.63 -1.36
Si 0.90 -2.27 -1.21
C 1.54 -3.36 -2.58
C -0.95 -2.23 -1.15
H 2.83 -0.76 -0.97
H 1.48 0.27 -0.82
H 1.88 -0.31 -2.40
H 2.43 -3.90 -2.26
H 1.81 -2.77 -3.46
H 0.79 -4.09 -2.88
H -1.29 -3.12 -0.61
H -1.41 -2.24 -2.14
H -1.32 -1.35 -0.60
```

---

(8)
Below is C10H8ClLiN2O10 as an isolated structure at a distorted geometry, with properties calculated with ωB97M-V/def2-TZVPD.

E_LUMO ... -2.26 eV
Orbital gap ... 5.929 eV

Geometry as XYZ:
```
32
C10H8ClLiN2O10 ωB97M-V/def2-TZVPD
N -4.46 -1.80 -2.93
C -3.41 -1.18 -2.99
O -2.40 -0.22 -2.76
C -1.33 -0.96 -2.12
C -1.11 -0.49 -0.57
O -1.71 -1.69 0.06
C -1.08 -2.75 -0.76
O -0.29 -3.64 -0.43
O -1.62 -2.40 -2.09
H -0.31 -0.74 -2.59
H 0.00 -0.63 -0.26
H -1.60 0.52 -0.35
C 4.69 0.06 3.39
C 5.06 0.77 2.25
C 4.10 1.17 1.33
C 2.76 0.85 1.56
C 2.38 0.14 2.70
C 3.35 -0.26 3.61
N 1.74 1.30 0.61
O 2.11 1.91 -0.38
O 0.57 1.03 0.86
H 5.44 -0.25 4.11
H 6.11 1.01 2.08
H 4.40 1.72 0.45
H 1.34 -0.11 2.88
H 3.07 -0.82 4.50
Li -3.17 -3.15 -1.17
O -6.04 2.85 -1.62
Cl -4.93 2.13 -2.20
O -5.40 0.87 -2.74
O -3.93 1.87 -1.18
O -4.34 2.91 -3.26
```

---

(9)
Below is C17H21BBaN6O3S as an isolated structure at a distorted geometry, with properties calculated with ωB97M-V/def2-TZVPD.

Relative energy (zero: lowest compared OMol25 entry of this formula, charge and spin) ... 0.0 kJ/mol
E_LUMO ... -0.12 eV
Orbital gap ... 8.734 eV

Geometry as XYZ:
```
50
C17H21BBaN6O3S ωB97M-V/def2-TZVPD
H -0.24 3.10 -0.35
N 0.14 1.75 -1.96
B 0.72 0.74 -4.21
N 0.64 1.95 -3.24
C 0.88 3.25 -3.45
Ba -0.88 -0.61 -0.82
H 1.26 3.58 -4.40
C 0.55 3.95 -2.28
H 0.61 5.00 -2.12
C 0.10 2.96 -1.37
H 1.08 1.09 -5.29
C -2.11 -2.70 -0.40
H -2.00 -2.89 0.68
H -1.15 -2.95 -0.90
H -2.86 -3.31 -0.90
N -0.71 0.11 -4.28
N 1.67 -0.35 -3.64
N -1.32 -0.43 -3.10
N 1.38 -0.94 -2.42
C -1.54 -0.03 -5.32
C 2.76 -0.93 -4.19
H -1.19 0.32 -6.28
H 3.11 -0.60 -5.15
C -2.72 -0.64 -4.87
C 3.21 -1.91 -3.30
C -2.55 -0.87 -3.49
C 2.32 -1.87 -2.21
H -3.57 -0.88 -5.49
H 4.05 -2.56 -3.44
H -3.23 -1.33 -2.77
H 2.33 -2.46 -1.30
H -2.60 -1.57 -0.51
C 0.30 1.21 7.90
C 0.28 0.67 6.50
C 0.31 -0.72 6.29
C 0.22 -1.25 5.01
C 0.08 -0.39 3.91
C 0.12 0.99 4.10
C 0.21 1.51 5.39
S -0.29 -1.06 2.30
O 0.85 -0.76 1.39
O -0.50 -2.47 2.55
O -1.49 -0.31 1.84
H -0.58 0.87 8.47
H 1.19 0.88 8.45
H 0.29 2.31 7.89
H 0.39 -1.38 7.16
H 0.24 -2.33 4.86
H 0.06 1.65 3.24
H 0.23 2.59 5.54
```

---

(10)
Below is one molecule with the formula C2H6IN3S at a distorted geometry, with properties calculated with ωB97M-V/def2-TZVPD.

Relative energy (zero: lowest compared OMol25 entry of this formula, charge and spin) ... 436.1 kJ/mol
E_LUMO ... -0.25 eV
Orbital gap ... 7.730 eV

Geometry as XYZ:
```
13
C2H6IN3S ωB97M-V/def2-TZVPD
C 0.45 -1.29 1.25
C 0.64 0.75 -0.71
N -0.69 0.40 -2.41
N -0.11 -0.18 -1.49
N -1.04 1.56 0.19
S 1.54 0.05 0.66
I -2.17 2.22 -1.29
H 0.57 -1.36 2.36
H 0.83 -2.20 0.78
H -0.60 -1.04 0.93
H 1.04 1.67 -1.18
H -1.32 -0.24 -3.02
H -0.68 2.28 0.79
```